Entry 1:
6
Properties=species:S:1:pos:R:3:mulliken_charge:R:1 method="wB97M-V/def2-TZVPD" homo_energy_ev="-10.103 / -7.687" e_lumo_ev="0.7 / -3.2" e_above_lowest_kcal_mol=23.5 largest_force_ev_per_a=1.7 energy_ha=-408.897675
N -0.31808 0.36451 -0.07116 -0.076
N -1.37302 -0.05855 0.56147 -0.511
I 3.46801 -0.52342 0.27071 -0.075
H -0.08695 1.34426 -0.01782 0.234
H -0.05335 -0.15965 -0.89320 0.219
H -1.63661 -0.96715 0.15000 0.209

Entry 2:
13
Properties=species:S:1:pos:R:3:mulliken_charge:R:1 method="wB97M-V/def2-TZVPD" homo_energy_ev=-13.642 charge=+1 e_lumo_ev=-5.3 e_above_lowest_kcal_mol=31.2 largest_force_ev_per_a=1.9 energy_ha=-248.786249
C 0.57184 -1.69968 -1.17436 0.016
N 1.31585 -0.80188 -0.69913 -0.077
H 0.80280 -2.59468 -1.74098 0.299
H -0.50287 -1.63110 -1.06393 0.249
H 0.90850 -0.01543 -0.16376 0.205
H 2.31770 -0.78742 -0.82967 0.276
C -0.58471 1.92128 0.27034 -0.522
C -0.57616 0.90557 1.12175 -0.288
O -1.34758 -0.21452 0.78056 -0.441
H 0.02172 2.80463 0.42288 0.290
H -1.23020 1.96205 -0.59606 0.290
H -0.10036 0.78445 2.08599 0.384
H -1.59654 -0.63327 1.58638 0.319

Entry 3:
72
Properties=species:S:1:pos:R:3:mulliken_charge:R:1 method="wB97M-V/def2-TZVPD" homo_energy_ev=-6.112 e_lumo_ev=-0.7 e_above_lowest_kcal_mol=21.7 largest_force_ev_per_a=4.2 energy_ha=-2376.437571
C 1.28518 1.28155 -0.61606 -0.373
C 1.24145 0.73148 -1.92969 -1.542
C -0.09551 0.84071 -2.40243 -0.066
H 2.09219 0.35417 -2.49251 0.387
C -0.87659 1.42927 -1.37462 -0.104
C -0.03216 1.71192 -0.27803 -1.034
H -0.31901 2.26716 0.62076 0.507
H 2.18808 1.42654 -0.01529 0.518
H -0.44845 0.60439 -3.40744 0.656
H -1.92966 1.70044 -1.46252 0.270
Ba -0.15491 -1.43262 -0.28828 1.574
Si -3.30710 -2.67240 -2.01899 0.100
C -1.66431 -3.48155 -2.56116 0.873
C -1.41585 -4.85506 -2.45045 -0.640
H -2.16318 -5.51125 -1.99579 0.354
C -0.25893 -5.39408 -3.02076 -0.666
H -0.11852 -6.47401 -3.03730 0.457
C 0.71036 -4.55905 -3.57860 -0.819
H 1.62128 -4.98249 -4.00756 0.428
C 0.50792 -3.17972 -3.61321 -0.682
H 1.24829 -2.49816 -4.03897 0.485
C -0.69654 -2.64910 -3.14970 -0.179
H -0.90261 -1.57719 -3.28841 0.359
C -3.48323 -1.02066 -3.15083 2.118
C -3.05811 -0.91695 -4.47761 0.337
H -2.55898 -1.75305 -4.97841 -0.264
C -3.30541 0.26328 -5.19269 -0.848
H -3.02107 0.32428 -6.24642 0.332
C -3.89019 1.36264 -4.55084 -0.702
H -4.08811 2.28056 -5.10535 0.430
C -4.23662 1.27689 -3.19433 -0.712
H -4.66774 2.14359 -2.68914 0.388
C -4.03783 0.08376 -2.49687 -1.097
H -4.29644 0.01092 -1.43465 0.217
H -2.52924 -1.62675 -1.24564 -0.766
Si -4.54560 -3.68616 -3.64350 0.100
C -5.81940 -2.70541 -4.57193 0.633
C -5.96793 -2.88444 -5.95983 -0.405
H -5.56180 -3.78258 -6.42715 0.412
C -6.58961 -1.90112 -6.73586 -0.621
H -6.65399 -2.03427 -7.81797 0.384
C -7.10870 -0.75462 -6.13052 -0.479
H -7.55621 0.03013 -6.74136 0.365
C -7.05748 -0.61615 -4.73896 -0.439
H -7.46416 0.27825 -4.25919 0.361
C -6.47302 -1.61510 -3.96160 -0.531
H -6.46596 -1.52037 -2.87253 0.341
C -3.73764 -4.91656 -4.78755 0.518
C -2.77406 -4.55818 -5.74327 0.366
H -2.47945 -3.51671 -5.86514 0.344
C -2.17296 -5.53380 -6.54508 -0.858
H -1.41967 -5.23511 -7.27657 0.392
C -2.54766 -6.87583 -6.41437 -0.437
H -2.09768 -7.63269 -7.06042 0.369
C -3.50157 -7.24470 -5.46131 -0.586
H -3.79931 -8.29197 -5.34891 0.367
C -4.08657 -6.27406 -4.64228 -0.572
H -4.81986 -6.55410 -3.88387 0.381
H -5.02799 -4.27536 -2.33413 -0.349
Cl -3.79357 -3.38709 -0.05420 -0.472
N 0.75261 -0.17199 2.04027 -0.289
C 0.84441 -1.05147 3.24549 -0.681
C -0.36349 -1.95538 3.40702 -0.484
N -1.33049 -1.83790 2.26412 -0.456
H 0.09836 0.59245 2.23665 0.161
H 1.64389 0.30383 1.88560 0.189
H 1.74647 -1.66638 3.14636 0.350
H 0.95872 -0.43456 4.14946 0.313
H -0.02899 -2.99763 3.44596 0.316
H -0.86444 -1.71892 4.35737 0.315
H -2.02513 -2.58455 2.32572 0.188
H -1.87996 -0.98651 2.41353 0.196

Entry 4:
10
Properties=species:S:1:pos:R:3:mulliken_charge:R:1 method="wB97M-V/def2-TZVPD" homo_energy_ev=-9.205 e_lumo_ev=-0.9 e_above_lowest_kcal_mol=7.0 largest_force_ev_per_a=3.9 energy_ha=-932.569866
C -0.92444 -0.57762 1.08359 -0.072
C 1.16489 -0.38963 -0.51482 -0.622
N -1.24760 0.54979 0.96063 0.471
N 0.52941 -0.03500 -1.47799 -0.130
O -1.35618 1.69954 0.77845 -0.631
O 0.00413 1.21810 -1.57692 -0.362
I -1.49920 -2.28032 2.00492 0.295
I 1.76491 -2.39035 -0.55856 0.078
H 0.08538 1.96014 -0.97549 0.332
H 1.47870 0.24536 0.27620 0.642

Entry 5:
37
Properties=species:S:1:pos:R:3:mulliken_charge:R:1 method="wB97M-V/def2-TZVPD" homo_energy_ev=-6.746 e_lumo_ev=-1.3 e_above_lowest_kcal_mol=6.5 largest_force_ev_per_a=2.2 energy_ha=-1659.368052
Hf 2.26154 -0.25187 -0.66358 0.820
Cl 1.78359 -2.18475 -1.88794 -0.542
Cl 3.27095 1.81887 -0.95207 -0.528
C 3.87320 -1.08035 0.17372 -0.776
H 4.65791 -0.44362 0.60920 0.242
H 4.11456 -2.14985 0.26370 0.281
C -1.02224 1.48006 -1.79707 -0.690
C 0.10608 1.06195 -2.32337 -0.098
H -1.02035 2.14096 -0.92570 0.417
C 0.18038 0.21681 -3.58242 -0.497
H 1.06663 1.56318 -2.05993 0.960
C -1.16898 0.11476 -4.31736 -0.854
H 0.94741 0.60526 -4.27599 0.292
H 0.50389 -0.81179 -3.33840 0.069
C -2.35523 0.00778 -3.36197 -0.720
H -1.28165 1.01637 -4.92833 0.310
H -1.16048 -0.71653 -5.03221 0.400
C -2.38305 1.13592 -2.30735 -0.733
H -3.28124 0.02011 -3.94801 0.338
H -2.30898 -0.95030 -2.82844 0.291
H -2.86771 2.02377 -2.74381 0.338
H -3.03216 0.81362 -1.48185 0.269
N -0.37702 -1.11048 5.88039 -0.403
C -0.87006 -0.15932 5.01051 0.289
O -1.73101 0.64982 5.34013 -0.591
C -0.33222 -0.22170 3.61425 0.882
C 0.32504 -1.34816 3.11425 -0.808
C 0.88234 -1.31553 1.83968 -0.103
N 0.82060 -0.20416 1.04767 -0.217
C 0.12474 0.87790 1.50901 0.047
C -0.50105 0.86435 2.74599 -0.971
H -0.60299 -0.95101 6.85587 0.261
H 0.51048 -1.55930 5.70827 0.211
H 0.42896 -2.25579 3.70194 0.407
H 1.44808 -2.16391 1.44991 0.399
H 0.09744 1.74801 0.85200 0.572
H -1.10740 1.71891 3.03934 0.435

Entry 6:
8
Properties=species:S:1:pos:R:3:mulliken_charge:R:1 method="wB97M-V/def2-TZVPD" homo_energy_ev=-3.342 charge=-1 e_lumo_ev=4.5 smiles="N#C[PH2]=NN=[N-]" e_above_lowest_kcal_mol=46.6 largest_force_ev_per_a=3.4 energy_ha=-599.610296
N 0.61675 -2.82892 -0.31681 -0.531
C 0.25799 -1.72818 -0.34750 0.278
P -0.40421 -0.14344 -0.74028 -0.055
N 0.44780 1.23665 -2.00795 -0.714
N 0.16782 1.40326 -3.12636 0.659
N -0.05780 1.55323 -4.23396 -0.614
H 0.19725 0.57204 0.20524 -0.024
H -1.11429 -0.89244 0.30870 -0.001

Entry 7:
30
Properties=species:S:1:pos:R:3:mulliken_charge:R:1 method="wB97M-V/def2-TZVPD" homo_energy_ev=-9.605 e_lumo_ev=0.2 smiles="CCCCC(=O)NC.O.O.O" e_above_lowest_kcal_mol=28.6 largest_force_ev_per_a=2.0 energy_ha=-595.713374
C 1.66371 0.32702 -2.18674 -1.076
C 1.35401 -1.20892 -2.15961 -0.451
C 0.80402 -1.74824 -0.82635 -0.548
C 0.49347 -0.69006 0.22744 -0.072
C -0.08552 -1.38222 1.45739 0.136
O 0.63905 -2.13239 2.09617 -0.689
N -1.37488 -1.17507 1.82285 -0.133
C -2.43883 -0.43747 1.15670 -0.589
H 2.06991 0.78125 -1.28705 0.296
H 0.84289 0.86386 -2.66094 0.231
H 2.45276 0.45612 -2.93803 0.391
H 2.27615 -1.66214 -2.52389 0.370
H 0.63061 -1.30474 -2.92854 0.270
H 1.55475 -2.39745 -0.37391 0.169
H -0.12346 -2.30047 -0.98979 0.303
H 1.34548 -0.15417 0.62400 0.223
H -0.22834 0.07626 -0.06135 0.207
H -1.62368 -1.78068 2.59447 0.259
H -3.12984 -1.06602 0.58713 0.235
H -1.98149 0.30031 0.50426 0.136
H -2.93559 0.19548 1.89146 0.343
O -2.03101 3.29162 1.80788 -0.606
H -1.11216 3.12313 2.06605 0.334
H -1.86541 3.29083 0.85034 0.289
O -2.35328 2.84736 -1.18184 -0.649
H -2.03000 2.97234 -2.08746 0.309
H -2.62558 3.76508 -1.01907 0.327
O 3.60547 -0.75402 1.75843 -0.665
H 3.07588 -0.69983 2.56399 0.320
H 3.13091 -1.39677 1.21602 0.329

Entry 8:
49
Properties=species:S:1:pos:R:3:mulliken_charge:R:1 method="wB97M-V/def2-TZVPD" homo_energy_ev=-8.625 e_lumo_ev=0.0 smiles="O=C(CSc1nnc(-c2cccc(S(=O)(=O)N3CCCCC3)c2)o1)c1ccc[nH]1" e_above_lowest_kcal_mol=61.7 largest_force_ev_per_a=1.8 energy_ha=-2052.371364
O 2.03229 -1.21207 -0.43027 -0.597
C 2.66372 -1.19736 0.60868 1.132
C 2.99224 -2.45456 1.41628 -1.102
S 2.03765 -3.96398 1.02028 -0.207
C 0.42720 -3.39178 1.22866 0.392
N -0.66389 -4.09703 1.31884 -0.628
N -1.68373 -3.22414 1.34330 -0.342
C -1.18074 -2.03047 1.26607 0.108
C -1.83290 -0.75684 1.06584 0.688
C -3.16412 -0.52448 1.40457 -0.782
C -3.74141 0.70071 1.11632 -0.548
C -3.01353 1.68680 0.46356 -0.509
C -1.70012 1.43483 0.11251 0.331
S -0.75630 2.62002 -0.85253 1.214
O -1.30830 3.92356 -0.64080 -0.767
O 0.63600 2.40782 -0.54864 -0.798
N -0.95393 2.24410 -2.44294 0.134
C -2.19077 2.62035 -3.08483 -0.981
C -3.19343 1.46632 -3.13459 -0.179
C -2.54494 0.25118 -3.79498 -0.981
C -1.28386 -0.13805 -3.02708 0.034
C -0.32471 1.05158 -2.96311 -0.754
C -1.09722 0.23683 0.41885 -0.927
O 0.17642 -2.07093 1.21679 -0.030
C 3.18209 0.00413 1.21648 -0.028
C 4.09928 0.17662 2.25352 -0.412
C 4.28993 1.54641 2.41566 -0.896
C 3.48350 2.17920 1.48833 -0.470
N 2.84100 1.25245 0.76764 0.154
H 2.86905 -2.25817 2.48068 0.441
H 4.02758 -2.73963 1.22471 0.559
H -3.72540 -1.30758 1.88877 0.520
H -4.76818 0.88697 1.39159 0.426
H -3.44354 2.64723 0.22616 0.563
H -2.58288 3.47387 -2.53147 0.411
H -1.95423 2.94419 -4.10509 0.386
H -3.50801 1.20474 -2.12174 0.080
H -4.07496 1.78058 -3.69511 0.393
H -3.24547 -0.58525 -3.81354 0.416
H -2.28235 0.49617 -4.82673 0.349
H -1.55686 -0.45198 -2.01776 -0.143
H -0.78015 -0.97331 -3.51443 0.448
H 0.53336 0.83396 -2.32772 0.206
H 0.04047 1.28124 -3.97098 0.389
H -0.07162 0.06457 0.13256 0.579
H 4.58868 -0.59916 2.80862 0.470
H 4.93730 2.02229 3.12487 0.422
H 3.33293 3.22531 1.30917 0.458
H 2.13162 1.46488 0.07331 0.381

Entry 9:
20
Properties=species:S:1:pos:R:3:mulliken_charge:R:1 method="wB97M-V/def2-TZVPD" homo_energy_ev=-9.847 e_lumo_ev=0.9 smiles=CC(C)O.CC e_above_lowest_kcal_mol=71.7 largest_force_ev_per_a=6.2 energy_ha=-274.027808
C -1.44581 -1.72474 -0.34637 -1.325
C -1.08683 -1.15323 -1.65458 0.719
C 0.05287 -0.20070 -1.88102 -0.929
O -0.95947 -2.14081 -2.70231 -0.512
H -2.59936 -1.85814 -0.23359 0.287
H -1.09762 -1.09134 0.40028 0.315
H -1.19889 -2.65541 0.06522 0.431
H -2.05727 -0.35410 -1.95629 0.074
H 0.88169 -0.82016 -2.03509 0.356
H -0.22943 0.60923 -2.67747 0.284
H 0.32115 0.54924 -0.98428 0.037
H -1.57052 -2.77370 -2.66593 0.258
C 1.44455 2.18863 1.50691 -0.584
C 1.13209 1.28030 2.66338 -0.959
H 1.54091 1.65574 0.52811 0.078
H 0.66841 2.92768 1.40180 0.254
H 2.35367 2.79934 1.68168 0.299
H 0.60336 1.47048 3.53271 0.412
H 2.18469 1.01423 2.99403 0.248
H 1.06183 0.27748 2.36283 0.256